{
  "formula": "C5H27N2O8",
  "method": "ωB97M-V/def2-TZVPD",
  "lumo_ha": [0.0043, 0.0002],
  "s2": 0.7504,
  "relative_energy_ev": 0.566,
  "multiplicity": 2,
  "species": ["O", "C", "N", "C", "C", "N", "C", "C", "H", "H", "H", "H", "H", "H", "H", "H", "H", "H", "H", "H", "H", "H", "H", "O", "H", "H", "O", "H", "H", "O", "H", "H", "O", "H", "H", "O", "H", "H", "O", "H", "H", "O"],
  "xyz": [[0.6443, 1.9478, 0.0606], [-0.3065, 1.4972, 0.7458], [-1.5495, 1.5679, 0.2754], [-2.7477, 1.0051, 0.9338], [0.0615, 0.8925, 2.1100], [1.3498, 0.1883, 1.9807], [1.1439, -1.2799, 1.6591], [2.5016, -1.9331, 1.4996], [-1.7306, 1.9131, -0.6939], [-2.5566, 0.5227, 1.8811], [-3.4695, 1.8492, 1.1145], [-3.2061, 0.2101, 0.2590], [0.1220, 1.7581, 2.8000], [-0.7582, 0.2619, 2.5576], [1.9448, 0.2887, 2.8316], [2.4666, 0.5446, -0.7866], [0.5548, -1.7225, 2.4326], [0.5179, -1.3425, 0.7516], [3.1953, -1.4565, 0.8001], [2.3746, -2.9868, 1.0234], [2.9971, -2.1275, 2.4158], [-0.5692, -1.7434, -3.2574], [0.2607, -0.7808, -2.3180], [-0.6565, -1.1409, -2.5058], [-1.6262, -1.6702, -1.2140], [-2.4670, -2.7597, -0.7284], [-2.1604, -1.9496, -0.4477], [-2.4223, 1.3814, -3.4159], [-1.4534, 0.3588, -2.7119], [-1.7439, 1.3006, -2.6725], [2.4033, -0.1824, -2.8110], [1.3953, 0.8979, -2.4059], [1.7582, 0.0032, -2.1930], [0.7236, 2.4529, -1.6537], [-0.1546, 2.1254, -2.7704], [0.7372, 2.3168, -2.5870], [-2.3046, -2.1260, 2.6027], [-1.8042, -1.7154, 1.2424], [-1.6155, -1.6298, 2.1572], [1.9605, 0.6104, 1.1760], [3.1757, 1.8176, -0.1659], [3.0138, 0.8350, 0.0285]]
}